Below is C9H31F2N11O6Sr as an isolated structure in a non-equilibrium geometry, with properties calculated with wB97M-V/def2-TZVPD.

The geometry in ORCA input format:
```
! wB97M-V def2-TZVPD RIJCOSX def2/J DEFGRID3
* xyz 0 1
Sr -0.52507 -1.13936 -0.28447
F -2.52351 -1.19391 -1.78082
F -1.21705 -3.60777 -0.34185
C -0.36038 3.18316 -0.63191
C -1.42533 2.64491 0.32776
C -2.85100 2.90396 -0.10988
O -3.76773 2.84684 0.98581
C -3.74583 3.99260 1.82161
N -1.11635 1.23982 0.68894
H 0.64258 2.91429 -0.29993
H -0.52316 4.24520 -0.80979
H -0.45824 2.64157 -1.57939
H -1.24914 3.29933 1.19860
H -3.20379 2.08099 -0.72995
H -2.88786 3.89409 -0.57622
H -4.25211 4.82575 1.33346
H -2.73821 4.18717 2.20036
H -4.27142 3.69029 2.73110
H -1.80230 0.96664 1.39721
H -0.26624 1.38196 1.23583
C 2.95618 0.64510 0.32655
O 1.79407 0.26750 0.36954
N 3.58139 1.18399 1.41503
N 3.78586 0.25353 -0.68524
H 3.00384 1.52098 2.16546
H 4.54584 1.46055 1.43745
H 4.65861 0.71421 -0.88327
H 3.41840 -0.22220 -1.49437
C 1.04202 0.46021 -3.14152
O 0.33078 0.27333 -2.16627
N 1.35801 1.71112 -3.59506
N 1.67028 -0.58367 -3.76225
H 2.01049 1.83777 -4.34438
H 0.84588 2.48821 -3.22319
H 2.21037 -0.37906 -4.57991
H 1.49035 -1.47549 -3.32789
C 1.24916 -2.38060 2.58330
O 0.35330 -1.74140 2.07195
N 1.02381 -3.56488 3.20510
N 2.57759 -1.99264 2.49293
H 1.70650 -4.07149 3.73288
H 0.04682 -3.81079 3.22062
H 3.20604 -2.39657 3.16389
H 2.69317 -1.05803 2.13781
C -3.88349 -0.91590 1.16759
O -2.69548 -1.10702 1.42969
N -4.30737 -0.44504 -0.01854
N -4.84645 -1.19129 2.10131
H -3.58568 -0.32528 -0.72622
H -5.27897 -0.29134 -0.20037
H -4.57623 -1.71320 2.91338
H -5.83235 -1.15171 1.92305
C 2.30377 -3.09363 -1.51332
O 1.32954 -2.36044 -1.43787
N 2.64956 -3.77743 -2.65363
N 3.23127 -3.18367 -0.50552
H 2.02064 -3.78494 -3.43440
H 3.49481 -4.31451 -2.66658
H 2.92414 -2.71238 0.33148
H 4.03570 -3.76944 -0.60566
*
```

Results
- Energy: -44790.9598 eV
- Frontier orbital gap: 0.23342 Ha
- ΔE to the lowest compared entry with this formula, charge and spin: 297.8 kJ/mol